Formula: C32H51N2O2P2Sn
Source: the Open Molecules 2025 dataset
Level of theory: wB97M-V/def2-TZVPD

XYZ file:
```
90
Properties=species:S:1:pos:R:3:forces:R:3:lowdin_charge:R:1
H -1.99773 2.28853 0.11732 0.100 0.249 -0.004 0.031
H 1.18510 -5.12027 1.93805 -0.183 -0.016 0.177 0.092
H 2.14157 2.37528 -2.27512 -0.055 -0.277 0.287 0.105
H 1.43664 -3.96474 -0.34247 -0.147 0.651 0.348 0.103
C 1.83163 1.71067 -1.46281 -0.981 -0.722 -0.748 -0.186
C 1.43811 -2.97359 0.16294 0.251 0.346 -0.014 -0.239
H 2.07531 4.55294 2.07253 0.221 -0.155 0.059 0.060
H -5.18937 0.38034 -2.96505 0.234 0.089 -0.309 0.133
H -1.34201 4.78746 -1.58204 0.268 -0.242 -0.059 0.115
H -1.87528 -2.32410 3.29328 0.065 -0.257 0.039 0.075
C 0.27114 -4.97317 2.52933 -0.023 -0.275 -0.144 -0.059
C 1.93346 -1.91950 -0.83783 -0.047 0.191 0.258 -0.305
H -5.29961 0.90608 -5.40933 0.384 -0.017 0.048 0.129
C 0.06358 4.99891 0.70720 0.329 0.097 0.105 -0.077
C 3.22473 -1.45587 -2.81311 -0.128 -0.389 0.471 0.022
H 0.66021 -1.72142 3.67103 -0.009 -0.123 -0.001 0.053
H 4.29166 1.79397 -0.40888 -0.039 -0.055 0.145 0.088
C -0.30151 3.71786 -0.05040 0.024 -0.089 -0.120 -0.626
H 3.80090 4.22165 2.19473 -0.193 -0.131 -0.038 0.117
C 2.85946 -2.34006 -1.79628 -0.255 0.157 -0.405 0.029
C -3.03609 0.55697 -2.90248 -0.683 -0.278 -0.430 -0.228
H -3.18992 1.33783 -6.69910 0.030 -0.098 0.408 0.130
H 3.09466 5.26357 -0.06825 -0.045 -0.184 -0.029 0.094
H 0.47247 -5.33916 3.54763 -0.007 0.170 -0.266 0.115
H -0.97740 3.10257 -2.02099 0.069 0.196 0.004 0.066
H -3.48384 -3.55433 -0.69355 0.071 0.091 0.194 0.111
N 1.53307 -0.63250 -0.76313 -0.147 -0.165 0.174 -0.034
H 0.98750 5.46527 0.34606 -0.283 -0.086 0.114 0.079
C -0.57663 3.99650 -1.52481 0.113 -0.057 -0.263 -0.075
H 2.19362 -3.05444 0.96779 -0.308 0.098 -0.265 0.106
H -2.35448 1.69206 4.68856 0.405 -0.251 -0.255 0.107
C 2.02020 0.31817 -1.66388 0.041 -0.535 0.196 -0.330
O -1.74795 0.44113 3.09776 -1.046 -0.164 -0.510 -0.275
H -1.81899 -3.40587 -2.40538 0.236 0.134 0.240 0.114
C -2.81700 -3.14540 0.07764 -0.259 -0.056 0.004 -0.085
C 2.88473 3.17270 0.56675 0.069 -0.057 0.764 -0.641
H -2.96470 -2.06268 0.11597 -0.052 -0.398 0.031 0.032
H -0.08069 -3.40455 -2.07231 -0.234 0.134 0.041 0.088
H -0.67005 1.88959 4.10998 -0.267 -0.197 0.040 0.076
P 1.19873 2.39555 0.05883 -0.138 1.211 0.384 1.085
C 2.82469 3.76712 1.97749 -0.090 0.215 0.103 -0.076
H -1.42728 -3.68185 4.34800 -0.037 0.069 -0.254 0.112
C -4.28622 0.59826 -3.53865 0.280 -0.031 -0.613 0.002
C 0.91016 -2.77763 3.51067 -0.034 0.114 -0.200 -0.084
H 3.06618 0.54654 -3.53999 0.035 0.034 0.155 0.138
H -2.35940 3.97983 0.52310 0.325 -0.292 -0.033 0.117
C -0.13677 -3.49696 2.63477 -0.160 0.260 0.311 -0.670
H 0.31412 4.33245 -2.07260 -0.251 0.031 0.124 0.088
C -1.83901 0.86202 -3.59240 -0.304 -0.117 -0.604 -0.037
H -1.00076 1.43241 -5.51208 -0.302 -0.220 0.208 0.120
H 3.18736 -3.37630 -1.78016 0.049 0.228 -0.109 0.141
C -3.14050 1.12597 -5.62743 -0.357 0.153 0.448 -0.018
O 2.82906 0.45069 4.00517 -1.302 0.267 -1.758 0.120
H 4.27512 4.17979 -0.79623 -0.202 -0.103 0.225 0.111
C 3.22681 4.25793 -0.47585 0.061 0.229 -0.337 -0.054
C 2.78994 -0.14567 -2.75179 0.043 0.291 -0.200 0.027
C -1.23101 -5.04701 -0.29581 0.005 -0.181 0.100 -0.061
C -1.46679 1.15723 4.30860 0.292 0.272 0.689 -0.116
H 2.63684 4.19673 -1.39767 0.081 0.127 0.174 0.063
C -1.04736 -3.01723 -1.72171 0.099 -0.018 0.070 -0.074
H -0.19527 -5.39073 -0.41746 -0.248 0.040 0.047 0.089
H 3.58464 1.15796 1.09939 0.116 0.030 -0.038 0.043
H -3.12209 -3.57415 1.04029 0.095 0.071 -0.331 0.076
C -1.59338 3.18827 0.59979 0.188 -0.390 0.193 -0.111
H 2.63803 3.00183 2.73687 0.041 0.151 -0.094 0.054
H 0.13831 4.80943 1.78660 -0.019 0.125 -0.316 0.088
H -1.11723 0.45321 5.07848 -0.138 0.253 -0.193 0.093
C -1.90538 1.15720 -4.96375 -0.101 -0.045 0.611 -0.040
H -1.05226 -1.92512 -1.80192 0.036 -0.109 -0.049 0.048
Sn -0.17642 -0.02284 0.75051 -0.196 0.373 0.199 1.201
N -2.35961 -0.08058 -0.51285 -1.507 0.436 -2.671 0.062
H 4.81425 2.43645 1.15666 -0.199 -0.121 -0.176 0.114
C 2.15080 0.55695 3.09866 1.168 -0.484 1.796 -0.001
H -0.52369 -5.60653 2.12236 0.322 0.224 0.152 0.072
H 3.84187 -1.80035 -3.63260 0.036 0.077 0.006 0.139
H -0.74853 5.72993 0.57101 0.186 -0.289 -0.071 0.115
C -2.90779 0.11251 -1.54892 3.122 0.456 2.658 -0.058
H 1.92459 -2.85096 3.09741 -0.175 0.018 0.140 0.084
H -2.26962 -4.01001 2.82797 0.233 0.186 0.151 0.080
H -2.72477 0.35937 3.03262 0.926 -0.038 -0.061 0.110
H -1.80217 -5.43153 -1.15465 0.162 0.162 0.188 0.114
H 0.91637 -3.27259 4.49468 0.022 0.202 -0.327 0.114
C -4.32778 0.88005 -4.91332 0.153 -0.023 0.395 -0.020
P -0.23234 -2.65559 0.94122 0.938 -1.701 -0.563 1.043
H -1.66407 -5.51209 0.59799 0.125 0.199 -0.313 0.083
C 3.94882 2.05720 0.59588 -0.045 0.083 -0.299 -0.080
C -1.37491 -3.51587 -0.29967 -0.468 0.141 0.106 -0.661
C -1.51713 -3.36505 3.29942 -0.147 0.006 0.079 -0.071
H -1.45939 2.97242 1.66912 0.003 0.050 -0.199 0.075
H -0.88424 0.82292 -3.06334 -0.237 0.052 -0.189 0.096
```
Forces are in eV/Å.

Computed properties:
- ΔE to the lowest compared entry with this formula, charge and spin (kJ/mol) = 4.90
- F_max (eV Å⁻¹) = 4.1
- Kohn-Sham gap (spin up / spin down) (eV) = 6.0 / 5.7
- charge = +3
- calculated total energy (Eh) = -2405.92881